{
  "formula": "C4H9N3O",
  "method": "ωB97M-V/def2-TZVPD",
  "symbols": ["H", "N", "C", "N", "O", "C", "C", "C", "N", "H", "H", "H", "H", "H", "H", "H", "H"],
  "coordinates": [[0.6792, -0.0477, -3.1141], [1.1615, -0.3798, -2.2524], [0.6363, 0.4385, -1.2487], [-0.3645, 1.4570, -1.5130], [-0.6555, 2.5640, -0.6451], [0.6181, -0.0901, 0.2245], [-0.1137, -1.4608, 0.4161], [-0.4827, -0.9591, 1.7631], [-0.2046, 0.5021, 1.2174], [-0.3114, 1.8232, -2.5603], [-0.8927, 2.0725, 0.2088], [1.7857, -0.2012, 0.4427], [-1.1581, -1.5962, -0.0535], [0.3624, -2.3866, 0.6216], [0.0404, -1.2281, 2.6071], [-1.4874, -1.3289, 1.9023], [0.3871, 0.8210, 1.9834]],
  "forces_ev_per_a": [[0.8, -0.1, 0.3], [-2.7, 3.7, 3.8], [-1.1, -1.9, -2.6], [1.3, -0.3, -3.0], [0.4, -1.7, 0.9], [3.8, -2.0, -3.3], [-1.0, 0.0, -0.2], [-2.7, 2.0, -1.8], [-0.8, -0.8, 3.4], [-0.2, -0.8, 3.2], [0.2, 0.7, -1.2], [-2.4, 0.1, 0.1], [2.2, 0.3, -0.4], [1.0, -0.9, -1.3], [1.9, -0.3, 1.7], [-0.8, 1.0, 0.8], [-0.2, 1.0, -0.4]],
  "energy_ha": -397.1352,
  "smiles": "[H]/N=C(\\NO)[C@@H]1CCN1",
  "de_lowest_kj_mol": 565.8,
  "max_force_ev_per_a": 5.9,
  "homo_energy_ha": -0.31277
}